1.
This record from OMol25 describes a molecular structure, C25H39Cl2O4PSZr at a distorted geometry. The level of theory is ωB97M-V with the def2-TZVPD basis set.

XYZ file:
```
73
Properties=species:S:1:pos:R:3:forces:R:3:mulliken_charge:R:1
P 0.330 -0.761 -0.230 -0.203 0.475 -1.320 0.16
C 1.629 -0.278 -1.555 -0.037 -0.312 0.307 0.18
C 1.548 -0.869 -2.977 -0.056 0.141 -0.287 0.05
C 2.772 -0.533 -3.839 0.243 -0.136 0.228 -1.02
C 3.192 0.943 -3.796 -0.172 0.055 -0.055 -0.62
C 3.105 1.597 -2.409 0.043 -0.199 0.128 -1.06
C 1.811 1.244 -1.654 0.419 0.100 -0.090 -0.83
C -1.186 0.120 -0.917 0.276 -0.070 0.202 0.78
C -1.330 0.122 -2.433 -0.405 0.142 -0.219 -0.55
C -2.683 0.678 -2.878 -0.061 -0.100 0.174 -1.20
C -2.968 2.060 -2.278 0.145 0.096 -0.039 -0.82
C -2.606 2.206 -0.790 -0.129 -0.195 0.095 -0.72
C -1.267 1.561 -0.400 -0.236 0.167 0.077 -0.11
C -0.045 -2.459 -0.902 -0.064 0.228 -0.285 0.20
C 1.187 -3.364 -0.760 -0.303 -0.262 0.105 -0.95
C 0.927 -4.750 -1.370 -0.002 0.002 -0.061 -0.81
C -0.357 -5.421 -0.852 0.073 0.134 0.179 -0.75
C -1.566 -4.470 -0.846 -0.003 0.037 -0.037 -0.79
C -1.273 -3.088 -0.238 0.234 -0.332 0.053 -0.57
H 2.517 -0.713 -1.056 0.062 0.345 -0.352 0.60
H 0.678 -0.472 -3.516 0.321 -0.192 0.278 0.03
H 1.432 -1.959 -2.955 0.030 0.233 -0.060 -0.05
H 2.548 -0.806 -4.877 0.088 -0.019 0.047 0.37
H 3.612 -1.173 -3.538 0.008 0.125 0.107 0.36
H 4.221 1.023 -4.168 -0.173 0.115 -0.068 0.37
H 2.551 1.507 -4.490 0.072 -0.054 0.102 0.30
H 3.965 1.281 -1.806 -0.095 -0.012 0.001 0.41
H 3.182 2.685 -2.517 0.033 -0.112 0.024 0.40
H 1.836 1.701 -0.653 -0.075 -0.107 -0.260 0.50
H 0.970 1.696 -2.207 0.283 -0.184 0.282 0.11
H -2.016 -0.457 -0.474 0.018 0.311 -0.092 0.47
H -3.468 -0.036 -2.599 -0.007 0.072 0.090 0.41
H -1.196 -0.881 -2.856 -0.075 0.229 0.034 0.22
H -0.558 0.774 -2.863 -0.233 -0.198 0.121 -0.07
H -2.699 0.741 -3.974 -0.096 0.011 0.055 0.40
H -4.032 2.293 -2.414 0.153 0.121 -0.051 0.39
H -2.396 2.804 -2.851 -0.059 -0.059 0.048 0.28
H -2.591 3.271 -0.522 -0.037 -0.204 -0.035 0.38
H -3.399 1.744 -0.185 0.082 0.019 -0.034 0.37
H -1.149 1.586 0.692 0.004 0.037 -0.290 -0.51
H -0.451 2.175 -0.813 -0.207 -0.247 0.132 0.16
H -0.277 -2.333 -1.973 0.073 -0.266 0.234 0.06
H 2.070 -2.917 -1.240 -0.230 -0.118 0.214 0.37
H 1.411 -3.464 0.312 0.041 0.020 -0.131 0.48
H 0.858 -4.652 -2.465 -0.003 0.050 0.148 0.30
H 1.789 -5.396 -1.167 -0.102 -0.011 -0.080 0.40
H -0.182 -5.811 0.163 -0.031 0.209 -0.136 0.33
H -0.587 -6.294 -1.477 0.035 0.084 0.112 0.35
H -2.396 -4.934 -0.299 0.061 -0.011 -0.106 0.40
H -1.908 -4.332 -1.883 0.054 0.019 0.131 0.33
H -2.162 -2.450 -0.358 0.296 -0.208 0.103 0.24
H -1.072 -3.183 0.839 -0.150 0.033 -0.106 0.35
Zr -0.092 -0.210 4.767 0.646 3.491 -0.236 0.94
Cl -2.341 -0.636 3.951 -0.545 -0.148 -0.141 -0.64
Cl 1.347 -0.799 2.969 0.560 -0.551 -0.296 -0.49
C 0.577 1.924 4.933 -0.851 -0.152 -1.457 -0.70
H 1.329 2.303 5.636 -0.168 -0.323 -0.003 0.13
C -0.926 4.813 2.216 -0.145 0.797 -0.396 -0.61
C 0.174 5.145 3.038 -0.299 -0.264 -0.041 -0.31
C 0.658 4.245 3.963 -0.381 -0.024 -0.179 -0.76
C 0.074 2.931 4.083 0.420 -0.968 -0.064 1.39
C -1.049 2.626 3.232 -0.159 0.507 -0.309 -0.24
C -1.548 3.567 2.346 0.182 -0.598 0.419 -0.49
H -1.314 5.533 1.489 0.120 -0.102 0.256 0.28
H 0.632 6.132 2.948 -0.063 -0.159 -0.033 0.33
H 1.506 4.489 4.606 -0.177 -0.029 -0.160 0.28
H -1.512 1.626 3.319 0.083 0.885 -0.104 -0.23
H -2.448 3.323 1.768 0.360 0.152 0.077 0.45
O 0.464 0.492 6.681 0.329 -3.585 1.947 -0.69
S 0.567 -0.952 7.333 -0.023 1.344 -1.712 1.12
O -0.335 -1.002 8.446 0.123 -0.708 0.615 -0.61
O -0.043 -1.773 6.086 0.985 0.531 1.851 -0.59
O 1.960 -1.332 7.504 -0.898 -0.097 0.346 -0.63
```
Forces are in eV/Å.

Results
Net charge: -2
E in Eh: -2984.142916

---

2.
This record from OMol25 describes 3 unconnected molecules or ions with the total composition C25H39ClN4 at a distorted geometry. The level of theory is ωB97M-V with the def2-TZVPD basis set.

XYZ file:
```
69
Properties=species:S:1:pos:R:3:forces:R:3:mulliken_charge:R:1
C -1.139 2.363 -1.491 -0.480 0.164 0.272 -0.54
C -2.059 2.043 -0.327 0.121 0.464 0.401 -0.21
C -1.354 1.676 0.977 -0.055 -0.466 -0.604 -1.42
C -0.194 0.718 0.799 0.515 0.562 0.377 1.03
C 0.459 0.391 2.142 -0.648 -0.665 -0.367 -1.03
C 1.077 -1.005 2.187 0.519 0.765 0.868 -0.89
C 2.561 -1.053 1.796 -0.584 -1.356 -0.571 -1.22
C 2.743 -1.792 0.455 0.722 1.229 -0.240 0.58
C 3.739 -1.111 -0.512 -0.776 -0.540 0.479 -1.24
C 3.231 -1.226 -1.943 0.655 0.762 0.111 -1.06
C 2.202 -0.110 -2.196 0.160 -0.421 -0.356 2.34
C 2.974 1.117 -2.277 1.934 3.242 -0.382 -0.19
N 3.642 2.073 -2.409 -1.799 -2.446 0.499 -0.65
C 1.352 -0.239 -3.490 0.520 -0.061 0.096 0.91
C 2.166 0.145 -4.633 1.759 1.105 -3.300 -0.22
N 2.764 0.436 -5.602 -1.559 -0.876 2.672 -0.57
C 0.846 -1.646 -3.786 0.037 -0.137 0.630 -1.76
C 0.165 -2.353 -2.628 -0.686 0.221 -0.279 -0.18
C -1.285 -1.932 -2.300 0.426 -0.470 -0.165 -0.67
Cl -1.895 -0.501 -3.162 -0.125 0.066 0.062 -0.18
H -0.461 1.554 -1.707 0.246 -0.163 -0.174 -0.49
H -0.592 3.273 -1.286 0.418 0.169 0.083 0.42
H -1.742 2.564 -2.364 -0.091 -0.027 -0.480 0.44
H -2.792 1.287 -0.567 -0.072 -0.466 -0.303 0.29
H -2.636 2.939 -0.124 -0.335 0.257 0.027 0.28
H -2.067 1.168 1.612 -0.348 0.050 0.413 0.46
H -1.015 2.560 1.498 0.164 0.349 0.178 0.35
H -0.524 -0.190 0.306 -0.180 -0.301 -0.130 -0.39
H 0.546 1.181 0.156 0.257 0.059 -0.289 0.12
H -0.332 0.423 2.880 -0.267 0.052 0.357 0.44
H 1.172 1.153 2.425 0.280 0.227 0.052 0.45
H 0.469 -1.676 1.596 -0.068 -0.302 -0.254 0.45
H 1.000 -1.358 3.208 -0.078 -0.176 0.357 0.46
H 3.077 -1.633 2.545 0.419 0.123 0.408 0.44
H 2.989 -0.064 1.753 0.141 0.377 0.031 0.47
H 1.783 -1.756 -0.041 -0.353 -0.352 -0.150 -0.70
H 3.055 -2.815 0.597 -0.237 -0.453 0.075 0.61
H 4.731 -1.523 -0.411 0.345 -0.143 0.014 0.47
H 3.790 -0.070 -0.221 0.254 0.412 -0.131 0.47
H 4.064 -1.036 -2.605 0.195 -0.160 -0.477 0.51
H 2.854 -2.212 -2.145 -0.263 -0.393 -0.060 0.47
H 1.568 0.002 -1.328 -0.545 -0.203 0.211 -1.35
H 0.550 0.481 -3.444 -0.380 0.169 0.110 0.33
H 0.194 -1.632 -4.641 -0.341 0.183 -0.385 0.66
H 1.701 -2.228 -4.094 0.326 -0.313 -0.043 0.56
H 0.122 -3.397 -2.898 0.020 -0.461 -0.013 0.54
H 0.742 -2.303 -1.720 0.308 0.134 0.243 -0.27
H -1.955 -2.732 -2.554 -0.352 -0.261 -0.257 0.50
H -1.391 -1.797 -1.239 -0.129 0.480 0.411 0.21
N 1.118 -0.746 6.557 0.063 -0.026 0.011 0.02
C 2.193 0.026 6.210 -0.051 0.021 -0.060 -0.36
C 3.204 -0.240 7.092 0.012 -0.020 0.003 -0.53
C 2.721 -1.215 8.008 0.008 -0.004 0.001 -0.36
C 1.432 -1.507 7.650 -0.033 0.010 -0.019 -0.54
H 0.235 -0.753 6.084 -0.048 0.005 -0.021 0.21
H 2.145 0.695 5.368 0.013 0.021 -0.001 0.41
H 4.181 0.211 7.084 0.014 0.006 0.000 0.41
H 3.258 -1.650 8.833 0.009 -0.006 0.012 0.39
H 0.715 -2.186 8.078 0.000 -0.009 0.022 0.37
N -5.657 2.661 -2.110 -0.045 -0.052 -0.021 0.04
C -7.008 2.653 -2.325 0.022 0.030 0.011 -0.53
C -7.290 1.621 -3.179 -0.007 -0.008 0.004 -0.46
C -6.060 0.979 -3.490 -0.021 -0.012 0.004 -0.48
C -5.073 1.643 -2.814 0.088 0.043 0.021 -0.10
H -5.168 3.313 -1.528 0.031 0.027 0.033 0.22
H -7.648 3.379 -1.855 -0.023 0.005 -0.007 0.38
H -8.268 1.355 -3.541 -0.015 -0.004 -0.005 0.39
H -5.918 0.128 -4.134 0.008 -0.013 -0.011 0.40
H -4.009 1.480 -2.773 -0.013 -0.021 -0.006 0.12
```
Forces are in eV/Å.

Results
SMILES: CCCCCCCCCC[C@@H](C#N)[C@@H](C#N)CCCCl.c1cc[nH]c1.c1cc[nH]c1
Net charge: 0
E in Eh: -1655.158917

---

3.
This record from OMol25 describes 9 unconnected molecules or ions with the total composition C25H39F5O19 at a distorted geometry. The level of theory is ωB97M-V with the def2-TZVPD basis set.

XYZ file:
```
88
Properties=species:S:1:pos:R:3:forces:R:3:mulliken_charge:R:1
C 4.948 4.369 0.196 -0.844 -0.997 1.556 -0.41
C 4.670 2.901 0.147 -1.149 0.525 -0.005 0.27
O 5.213 2.557 -1.065 0.858 -0.740 -0.866 -0.26
C 6.312 3.376 -1.170 1.354 -2.542 -5.082 0.59
O 7.123 3.260 -2.071 -1.354 0.278 2.215 -0.57
O 6.260 4.276 -0.267 1.904 3.717 2.078 -0.30
F 3.346 2.803 0.133 -2.027 -1.108 -0.134 -0.28
H 4.712 4.628 1.228 1.212 0.854 0.070 0.35
H 4.326 4.968 -0.469 -0.029 -0.285 -0.162 0.31
H 5.074 2.252 0.925 0.048 0.244 0.331 0.27
C 4.395 -2.281 2.227 -0.438 -0.216 0.092 -0.40
C 3.730 -1.154 1.407 0.462 -2.651 0.093 0.98
O 4.497 -1.163 0.194 -1.013 0.813 0.298 -0.23
C 5.191 -2.303 0.099 1.085 -1.817 -2.366 0.59
O 5.734 -2.725 -0.914 -1.122 1.347 2.413 -0.57
O 5.132 -2.987 1.248 0.350 -0.639 0.155 -0.35
F 3.894 -0.042 2.063 0.439 2.912 0.825 -0.33
H 3.695 -2.928 2.756 -0.236 -0.159 -0.573 0.25
H 5.053 -1.934 3.024 0.226 0.563 -0.335 0.28
H 2.658 -1.289 1.262 0.038 -0.127 -0.604 -0.25
C -0.981 -4.964 0.734 0.414 -0.184 -0.117 -0.57
C -0.119 -4.217 -0.284 -1.642 -0.156 0.061 0.33
O 0.694 -3.403 0.477 2.337 -0.710 -0.096 -0.06
C 0.410 -3.526 1.762 0.009 1.629 3.658 0.49
O 1.025 -3.009 2.692 -1.419 -1.430 -2.632 -0.55
O -0.774 -4.203 1.908 1.258 -0.077 0.648 -0.35
F -0.915 -3.323 -0.875 -1.374 1.080 -1.874 -0.30
H -0.582 -5.976 0.802 -0.262 -0.167 0.524 0.35
H -2.056 -4.945 0.557 0.269 -0.161 -0.501 0.29
H 0.338 -4.834 -1.057 0.631 0.257 0.275 0.40
C -0.670 0.928 4.333 -1.670 0.904 -0.721 -0.12
C -2.223 0.893 4.042 2.076 -0.129 0.179 0.87
O -2.769 1.229 5.268 -1.089 0.308 -0.530 -0.40
C -1.852 1.167 6.259 -0.804 1.314 1.904 0.57
O -2.114 1.474 7.400 0.677 -0.955 -1.782 -0.55
O -0.673 0.863 5.751 1.380 -0.760 0.381 -0.35
F -2.527 -0.398 3.764 -0.600 -0.744 -0.278 -0.32
H -0.232 1.890 4.069 0.014 -0.026 -0.207 0.25
H -0.177 0.124 3.787 0.056 -0.159 0.580 0.11
H -2.593 1.506 3.220 -0.004 0.154 0.279 -0.12
C -4.229 4.135 0.551 0.927 0.203 0.123 -0.14
C -2.695 4.288 0.410 -1.156 2.445 2.156 0.17
O -2.487 4.610 -0.905 0.816 -0.410 -0.470 -0.32
C -3.539 4.187 -1.614 -1.848 -1.738 -2.806 0.62
O -3.548 3.868 -2.787 0.109 1.270 2.798 -0.51
O -4.643 4.075 -0.784 0.495 -0.109 -1.544 -0.35
F -2.066 3.198 0.837 0.870 -1.793 -0.237 -0.18
H -4.667 5.004 1.043 -0.077 -0.161 0.078 0.35
H -4.468 3.196 1.050 -0.078 0.135 0.140 0.12
H -2.289 5.090 1.026 -0.076 0.216 -0.141 0.27
C -4.870 -0.217 0.053 1.010 -0.062 -0.584 -0.63
C -4.650 -1.435 0.933 -0.964 -0.785 0.445 -0.68
C -3.214 -1.880 0.734 0.004 0.601 -0.458 -0.03
O -2.627 -0.797 -0.035 0.593 0.082 -0.159 -0.31
C -3.448 0.367 0.054 -1.063 -0.071 0.407 0.67
H -5.639 0.500 0.338 0.005 -0.232 0.235 0.41
H -5.070 -0.576 -0.956 -0.154 0.249 -0.141 0.29
H -5.243 -2.286 0.598 -0.568 0.219 0.381 0.37
H -4.863 -1.194 1.974 0.001 -0.202 0.033 0.22
H -3.120 -2.801 0.159 -0.149 0.254 -0.441 0.08
H -2.704 -2.119 1.667 0.286 0.693 0.179 0.22
H -3.305 1.125 -0.716 0.508 -0.656 -0.620 0.04
H -3.278 0.937 0.967 0.227 -0.283 0.531 -0.80
C 1.563 -0.981 -3.266 -0.374 0.747 0.320 0.64
C 1.008 -1.689 -4.472 -0.184 1.634 -2.188 -0.68
C 0.736 -3.087 -4.102 -0.139 0.535 1.456 -0.27
O 1.836 -3.282 -3.207 -0.807 -3.425 -0.874 -0.51
C 2.126 -2.147 -2.497 1.297 0.528 1.473 0.59
H 0.768 -0.487 -2.707 -0.091 -0.164 0.133 -0.89
H 2.256 -0.178 -3.516 0.218 -0.266 -0.107 0.40
H 1.815 -1.695 -5.205 -0.206 0.060 -0.422 0.25
H 0.129 -1.186 -4.874 0.120 0.111 -0.266 0.34
H 0.649 -3.793 -4.928 0.721 -0.120 0.194 0.38
H -0.211 -3.120 -3.564 -0.267 -0.266 0.341 0.05
H 3.201 -2.238 -2.344 0.269 0.790 -0.224 0.04
H 1.741 -2.155 -1.478 -0.535 -0.184 0.189 -0.42
C -1.621 1.139 -4.092 -0.624 -0.442 1.691 0.10
O -1.019 1.947 -5.048 0.123 -0.027 -0.887 -0.55
H -2.019 0.180 -4.425 0.347 0.021 -0.908 0.31
H -0.972 0.872 -3.258 0.374 0.085 0.020 -0.33
H -2.488 1.604 -3.623 -0.098 0.487 -0.082 0.22
H -0.234 2.382 -4.706 -0.145 -0.144 0.185 0.31
C 0.273 0.701 0.110 -0.410 1.083 -0.597 0.07
O -0.257 -0.213 1.026 0.840 -0.379 0.497 0.25
H 0.040 0.415 -0.916 0.310 -0.282 -0.146 -0.25
H -0.248 1.652 0.218 0.158 0.392 0.136 0.03
H 1.341 0.893 0.208 0.046 -0.323 0.183 0.17
H -0.925 -0.667 0.507 -0.684 -0.280 0.231 -0.05
```
Forces are in eV/Å.

Results
SMILES: O=C1OC[C@@H](F)O1.O=C1OC[C@@H](F)O1.O=C1OC[C@@H](F)O1.O=C1OC[C@@H](F)O1.O=C1OC[C@@H](F)O1.C1CCOC1.C1CCOC1.CO.CO
Net charge: 0
ΔE to the lowest compared entry with this formula, charge and spin in eV: 2.2503

---

| no. | M (Da) |
| --- | --- |
| 1 | 628.8 |
| 2 | 431.1 |
| 3 | 738.6 |